The following is a quantum chemistry calculation of C3H4 in the gas phase, from OMol25.

* lowest unoccupied orbital energy: 1.10 eV
* SMILES: C=C=C
* E_HOMO: -9.660 eV

Geometry as ORCA input:
```
! RIJCOSX wB97M-V def2-TZVPD def2/J DEFGRID3
* xyz 0 1
C -1.0851 0.2558 -0.5907
C 0.1097 -0.0292 -0.1690
C 1.1489 -0.3041 0.5546
H -1.4283 1.2800 -0.6489
H -1.7256 -0.5643 -0.8783
H 0.8338 -0.1271 1.5664
H 2.1467 -0.5111 0.1660
*
```



The following is a quantum chemistry calculation of 2 unconnected molecules or ions with the total composition C4H12S2, from OMol25.

* lowest unoccupied orbital energy: 0.87 eV
* SMILES: CCS.CCS
* E_HOMO: -8.851 eV

Geometry as ORCA input:
```
! RIJCOSX wB97M-V def2-TZVPD def2/J DEFGRID3
* xyz 0 1
C 2.5119 1.7058 -2.1359
C 2.2512 2.2786 -0.7566
S 1.2204 1.1956 0.3178
H 3.3185 2.2789 -2.5873
H 1.6308 1.7125 -2.7642
H 2.8432 0.6629 -2.0801
H 3.1782 2.4385 -0.2113
H 1.7186 3.2153 -0.8401
H 2.2047 0.3077 0.4780
C -1.0020 -1.8295 -0.8120
C -2.0156 -1.0392 -0.0190
S -2.1754 -1.7069 1.6791
H -1.4104 -2.8186 -1.0421
H -0.0226 -1.9980 -0.3671
H -0.8248 -1.3496 -1.7751
H -1.8521 0.0389 -0.0014
H -3.0027 -1.1664 -0.4413
H -3.4879 -1.5516 1.8089
*
```



Frontier orbital gap: 10.76 9.72 (eV)
Strongest force on any atom: 1.4 0.9 (eV/A)
ΔE to the lowest compared entry with this formula, charge and spin: 0.260 0.321 (eV)